1.
C27H27BrN6O7Re | ωB97M-V/def2-TZVPD

```
! wB97M-V def2-TZVPD RIJCOSX def2/J DEFGRID3
* xyz 2 2
Re -1.07885 0.69185 0.50350
N -5.20787 1.47879 0.89576
C -4.00841 1.15576 0.43980
O -2.98893 1.80895 0.75075
C -3.87699 -0.03977 -0.45887
C -2.45067 -0.06138 -1.00803
H -5.33799 2.24976 1.53446
H -6.02182 0.94711 0.62601
H -4.61890 -0.00229 -1.25949
H -4.06738 -0.93271 0.13953
H -2.39412 0.62464 -1.85886
H -2.20607 -1.05845 -1.36949
C -0.80274 4.00847 -0.58705
O -0.35109 2.70018 -0.90704
C 0.46345 2.55250 -1.99019
C 0.93621 3.56776 -2.78624
C 1.77768 3.25912 -3.86248
Br 2.42803 4.67608 -4.94682
C 2.15311 1.95873 -4.13738
C 1.69715 0.90639 -3.34053
C 0.82191 1.17992 -2.23549
O 0.35839 0.27352 -1.47328
C 2.08790 -0.45138 -3.60147
N 1.68656 -1.47886 -2.83989
C 2.21446 -2.64992 -3.32484
C 2.11173 -3.97114 -2.90881
C 2.79872 -4.91014 -3.65103
C 3.56147 -4.56365 -4.77096
C 3.66775 -3.25306 -5.19727
C 2.98388 -2.29889 -4.45439
N 2.87672 -0.92782 -4.58515
H -1.33693 4.45561 -1.43049
H 0.03643 4.64868 -0.29849
H -1.48643 3.89343 0.25303
H 0.68606 4.60105 -2.60636
H 2.80718 1.76625 -4.97103
H 1.07564 -1.29710 -2.03910
H 1.52530 -4.24389 -2.04668
H 2.74323 -5.94507 -3.35645
H 4.07838 -5.34204 -5.31201
H 4.25323 -2.99133 -6.06500
H 3.32376 -0.40108 -5.31994
O 0.66781 -0.48271 0.95495
C 0.76723 -1.36594 1.82265
C -0.27708 -2.04023 2.51302
C 0.04822 -3.14883 3.31398
C -0.94001 -3.89499 3.90591
C -2.29589 -3.57296 3.73057
C -2.64162 -2.47779 2.99199
C -1.65649 -1.65794 2.37785
O -2.06199 -0.61084 1.75685
N -0.58083 -5.05057 4.72010
O -1.48843 -5.67296 5.20999
O 0.59702 -5.28714 4.83416
H 1.78595 -1.69448 2.07187
H 1.08171 -3.43193 3.45035
H -3.04725 -4.19801 4.19035
H -3.67405 -2.19799 2.86221
C -0.40879 4.01567 4.84790
N 0.52032 3.40557 3.91423
C 1.91004 3.81795 4.00076
C 0.11261 2.68215 2.93596
N -0.22000 1.99771 2.06061
H 0.03793 3.99793 5.84244
H -1.34357 3.45878 4.86903
H -0.60877 5.05623 4.57666
H 2.21345 3.80418 5.04774
H 2.04138 4.83306 3.61552
H 2.54195 3.13150 3.44010
*
```

Properties
relative energy (zero: lowest compared OMol25 entry of this formula, charge and spin) = 0.0 kcal/mol
HOMO-LUMO gap (alpha / beta) = 0.1905 / 0.2039 Ha
expectation value of S² = 0.757

***

2.
C6H12InO6 | ωB97M-V/def2-TZVPD

```
! wB97M-V def2-TZVPD RIJCOSX def2/J DEFGRID3
* xyz 3 1
In 2.26183 -33.83195 -29.83378
C 4.54603 -34.32636 -34.70156
O 5.53159 -34.91894 -33.91375
C 5.50520 -34.88383 -32.56941
O 4.59984 -34.61119 -31.84550
O 6.76054 -35.25500 -32.26023
C 7.23950 -35.15546 -30.95827
H 4.93437 -33.35602 -35.11275
H 3.61722 -34.12822 -34.16434
H 4.38907 -34.97351 -35.58223
H 6.43829 -35.21928 -30.21132
H 7.70378 -34.14277 -30.80431
H 8.01871 -35.91290 -30.83652
C 2.43936 -36.76620 -26.24713
O 1.53275 -35.99636 -25.49029
C 1.17971 -34.79342 -25.90106
O 1.54196 -34.17719 -26.87593
O 0.33947 -34.35856 -24.95246
C -0.35850 -33.15586 -25.08547
H 3.43221 -36.28089 -26.24030
H 2.09589 -36.89554 -27.28433
H 2.50454 -37.73619 -25.76206
H 0.26095 -32.34534 -25.50364
H -0.81755 -32.92291 -24.13010
H -1.17697 -33.30286 -25.85176
*
```

Properties
relative energy (zero: lowest compared OMol25 entry of this formula, charge and spin) = 11.4 kcal/mol
HOMO-LUMO gap = 0.0558 Ha

***

3.
C20H29N6O2SSiTi | ωB97M-V/def2-TZVPD

```
! wB97M-V def2-TZVPD RIJCOSX def2/J DEFGRID3
* xyz -1 1
Ti 0.04154 -0.49780 0.40598
C 3.03325 -3.36382 0.93386
C 1.85629 -2.44018 1.04053
N 1.69990 -1.35867 0.24219
N 2.72017 -0.77840 -0.50911
C 2.94102 0.42405 -0.06149
N 3.84466 1.19412 -0.76711
S 2.20531 1.08419 1.38149
C 0.92044 -2.49335 2.06451
C 0.88314 -3.51261 3.06673
C 0.11000 -3.36347 4.16353
C -0.67778 -2.17946 4.32040
C -0.67142 -1.26169 3.32392
N 0.05300 -1.38629 2.18459
H 3.67272 -3.02667 0.12006
H 3.61962 -3.36279 1.85595
H 2.72683 -4.39410 0.72771
H 3.92243 0.93922 -1.74018
H 3.74124 2.18115 -0.59948
H 1.49294 -4.39689 2.93623
H 0.09194 -4.13565 4.92295
H -1.28710 -2.01481 5.19829
H -1.27730 -0.36455 3.40400
N -2.31423 -0.03698 0.57654
C -3.08972 -0.77604 -0.43546
C -3.15843 -2.24103 -0.06146
C -1.79771 -2.93113 -0.01790
O -1.74811 -4.12067 0.22321
O -0.77802 -2.18209 -0.31211
H -2.75604 -0.13652 1.48628
H -2.31012 0.94847 0.34121
H -2.57304 -0.66040 -1.38814
H -4.09619 -0.36327 -0.54868
H -3.77946 -2.78888 -0.77173
H -3.61667 -2.37056 0.92350
C -0.85191 2.58073 1.75811
Si -0.32676 2.78989 -0.04858
C 1.07851 4.03231 -0.12624
C -1.78332 3.69986 -0.86447
N -0.14276 1.22131 -0.76292
C 0.07080 1.07575 -2.13137
C 0.23013 2.16997 -3.00881
C 0.41744 2.00065 -4.37316
C 0.46753 0.73413 -4.93594
C 0.32784 -0.36134 -4.09049
C 0.13264 -0.20235 -2.73126
H -0.44473 3.41054 2.34371
H -0.45486 1.66753 2.20539
H -1.93986 2.59406 1.88000
H 0.70049 5.02118 0.15794
H 1.49539 4.11344 -1.13404
H 1.87679 3.74208 0.55689
H -2.37409 4.22745 -0.10814
H -2.44807 3.01047 -1.39655
H -1.43926 4.44194 -1.59071
H 0.20673 3.17595 -2.61063
H 0.53002 2.87828 -5.00041
H 0.61445 0.60290 -6.00025
H 0.37298 -1.36557 -4.49664
H 0.03877 -1.09360 -2.12223
*
```

Properties
relative energy (zero: lowest compared OMol25 entry of this formula, charge and spin) = 26.3 kcal/mol
HOMO-LUMO gap (alpha / beta) = 0.2024 / 0.2018 Ha

***

4.
C34H45BrIOPPdSi4Te | ωB97M-V/def2-TZVPD

```
! wB97M-V def2-TZVPD RIJCOSX def2/J DEFGRID3
* xyz 0 1
Pd 0.29025 1.40404 -0.23075
O 2.87075 0.47174 0.45355
C 2.32765 1.45014 -0.04095
C 3.00145 2.71654 -0.28285
C 4.39645 2.72724 -0.44065
C 5.05715 3.91394 -0.65905
C 4.34435 5.10824 -0.72755
C 2.96775 5.11084 -0.60365
C 2.27875 3.92314 -0.40735
P 0.48675 3.79064 -0.14635
C 0.01905 5.56634 -0.23575
C -0.16585 6.38424 0.87335
C -0.46775 7.72414 0.70185
C -0.61445 8.25604 -0.57065
C -0.47555 7.43494 -1.67985
C -0.17175 6.09694 -1.51235
C 0.47015 3.41794 1.66135
C 1.51505 3.82004 2.49305
C 1.55315 3.41484 3.81475
C 0.55805 2.60324 4.32945
C -0.48695 2.19054 3.51405
C -0.52865 2.58394 2.18735
H 4.93735 1.79314 -0.37085
H 6.13255 3.92584 -0.76405
H 4.86785 6.03854 -0.88535
H 2.42435 6.04264 -0.66295
H -0.04925 5.97654 1.86895
H -0.58255 8.36154 1.56805
H -0.83765 9.30704 -0.69545
H -0.60345 7.84644 -2.67195
H -0.05685 5.45614 -2.37905
H 2.30335 4.44954 2.10245
H 2.37735 3.72124 4.44115
H 0.59365 2.28654 5.36065
H -1.27115 1.55934 3.91005
H -1.40585 2.32054 1.58695
Br -4.86475 -0.12626 1.09615
C -5.14055 1.04824 -0.37895
C -6.39265 1.60334 -0.57595
C -6.59435 2.44974 -1.65305
C -5.54915 2.75424 -2.50915
C -4.29695 2.20654 -2.29365
C -4.09555 1.33884 -1.23785
I -2.16835 0.52974 -0.87035
H -7.19915 1.38134 0.10755
H -7.57415 2.86834 -1.82335
H -5.70875 3.41914 -3.34495
H -3.47335 2.45264 -2.95105
C -1.78035 -3.54646 2.68155
Si -1.63195 -4.31976 0.94025
C -1.61905 -6.22676 1.11445
C -3.19395 -3.82956 -0.05445
Si 0.37145 -3.56776 -0.18005
Te 0.37205 -1.05786 0.23135
Si 0.39055 -4.25646 -2.48735
C -1.03855 -3.48776 -3.51195
C 2.03345 -3.81576 -3.37435
C 0.19935 -6.15836 -2.62545
Si 2.35165 -4.29496 0.95795
C 2.50875 -6.19936 0.80145
C 3.91545 -3.49886 0.20455
C 2.26985 -3.85246 2.81415
H -2.74065 -3.76106 3.14115
H -1.67595 -2.46716 2.61835
H -1.00555 -3.91036 3.34715
H -2.53675 -6.59076 1.56535
H -0.79655 -6.55826 1.73675
H -1.51335 -6.70986 0.15075
H -4.10195 -4.02316 0.50935
H -3.26425 -4.37866 -0.98715
H -3.17795 -2.77016 -0.29185
H -1.04915 -2.40656 -3.41665
H -2.00375 -3.85506 -3.17985
H -0.94585 -3.72466 -4.56835
H 2.29775 -2.77536 -3.21555
H 1.96785 -3.97936 -4.44645
H 2.85145 -4.42436 -3.00345
H -0.75355 -6.49226 -2.23255
H 0.97725 -6.67116 -2.07285
H 0.25925 -6.49116 -3.65715
H 2.62485 -6.49936 -0.23295
H 1.62895 -6.69906 1.18745
H 3.36645 -6.57766 1.34765
H 4.08615 -3.83436 -0.81255
H 4.80775 -3.72826 0.77955
H 3.80005 -2.41976 0.18535
H 1.51685 -4.43556 3.33235
H 2.01665 -2.80276 2.92375
H 3.21785 -4.02216 3.31495
*
```

Properties
relative energy (zero: lowest compared OMol25 entry of this formula, charge and spin) = 48.0 kcal/mol
HOMO-LUMO gap (alpha / beta) = 0.1906 / 0.1907 Ha

***

5.
C5H6N | ωB97M-V/def2-TZVPD

```
! wB97M-V def2-TZVPD RIJCOSX def2/J DEFGRID3
* xyz 1 1
C 1.40239 0.39783 -0.03930
C 1.36067 -0.98185 0.13241
C -1.08316 -0.27285 -0.29445
C -0.94499 1.09516 0.27732
C -0.01108 -1.15118 0.01235
N 1.01056 1.45801 -0.17667
H 1.94279 -1.60074 -0.64022
H 1.77616 -1.47125 1.07943
H -2.04704 -0.33012 0.18621
H -1.16293 -0.27631 -1.45716
H -1.59051 1.86640 -0.32162
H -0.65288 1.26690 1.24169
*
```

Properties
relative energy (zero: lowest compared OMol25 entry of this formula, charge and spin) = 176.1 kcal/mol
HOMO-LUMO gap (alpha / beta) = 0.2849 / 0.2800 Ha

***

6.
C18H27NO3 | ωB97M-V/def2-TZVPD

```
! wB97M-V def2-TZVPD RIJCOSX def2/J DEFGRID3
* xyz 0 1
C -4.60872 -0.81058 -1.36949
O -4.31716 -0.44387 -0.04403
C -3.21348 0.32603 0.18638
C -2.34907 0.79655 -0.79017
C -1.23951 1.55808 -0.44637
C -0.98857 1.87348 0.87990
O 0.08460 2.58898 1.34903
C 1.02484 3.14082 0.44337
C 0.48081 4.28664 -0.40732
C 1.74868 2.06487 -0.39608
O 2.23293 2.30103 -1.48341
N 1.84639 0.88518 0.23928
C 2.66733 -0.21371 -0.24671
C 2.01264 -0.92781 -1.44613
C 0.51911 -1.27394 -1.36365
C 0.17244 -2.67858 -0.85800
C -0.16989 -2.75862 0.63245
C 0.79160 -2.00283 1.54884
C 2.26833 -2.31654 1.27418
C 3.12509 -1.09920 0.92358
C -1.86476 1.40607 1.86200
C -2.95646 0.64279 1.52224
H -5.50905 -1.42063 -1.31558
H -3.79832 -1.40023 -1.81106
H -4.80372 0.06542 -1.99687
H -2.50821 0.57238 -1.83272
H -0.57553 1.87879 -1.23353
H 1.80272 3.54477 1.10875
H -0.48566 4.03490 -0.83414
H 1.18420 4.47834 -1.21350
H 0.36604 5.18282 0.19647
H 1.44847 0.81280 1.16339
H 3.57044 0.26414 -0.65551
H 2.13405 -0.24166 -2.28674
H 2.59680 -1.82167 -1.67026
H 0.12465 -1.18412 -2.37834
H 0.00101 -0.53121 -0.75937
H -0.69945 -3.04403 -1.40630
H 0.99043 -3.36092 -1.09683
H -0.19681 -3.81225 0.92178
H -1.17160 -2.34978 0.78841
H 0.60452 -0.93774 1.43343
H 0.54161 -2.25190 2.58236
H 2.71716 -2.78272 2.15426
H 2.34400 -3.04281 0.46765
H 4.12750 -1.46504 0.68862
H 3.22094 -0.46025 1.80601
H -1.66184 1.65350 2.89197
H -3.63150 0.27426 2.27777
*
```

Properties
relative energy (zero: lowest compared OMol25 entry of this formula, charge and spin) = 24.0 kcal/mol
HOMO-LUMO gap = 0.3267 Ha

***

7.
C2H10N2O2 | ωB97M-V/def2-TZVPD

```
! wB97M-V def2-TZVPD RIJCOSX def2/J DEFGRID3
* xyz 0 1
N -0.58929 -2.45620 -0.52944
C -0.84821 -1.36478 0.40479
O -1.61056 -0.33956 -0.18747
H -0.21305 -3.27773 -0.07789
H -1.34646 -2.66418 -1.16261
H -1.40038 -1.71968 1.28286
H 0.11755 -0.91715 0.62757
H -2.44627 -0.72087 -0.47532
N 1.23269 1.14646 -0.85703
C 1.37771 1.64879 0.46360
O 0.25649 2.32086 1.02547
H 0.57820 0.39405 -1.00573
H 1.15528 1.88096 -1.54421
H 1.55738 0.81721 1.14531
H 2.25273 2.30371 0.51674
H -0.07381 2.94814 0.37334
*
```

Properties
relative energy (zero: lowest compared OMol25 entry of this formula, charge and spin) = 23.4 kcal/mol
HOMO-LUMO gap = 0.3723 Ha

***

> Among the records above, which one has the lowest relative energy (zero: lowest compared OMol25 entry of this formula, charge and spin)?

C27H27BrN6O7Re